Computed, not measured: an isolated ion of composition CH2O3P2 and charge -2, with ωB97M-V with the def2-TZVPD basis set.

The structure (SMILES) is C=P([O-])([O-])P=O. The value obtained for the electronic energy is -25788.1490 eV. The value obtained for the maximum force is 3.18 eV/A. The energy above the lowest of the compared OMol25 structures with the same formula, charge and spin is 170.7 kJ/mol. As for the total charge: -2. As for the LUMO energy (alpha / beta): 7.49 / 7.49 eV. The calculation puts the HOMO-LUMO gap (alpha / beta) at 5.8454 / 5.8997 eV. The value obtained for the HOMO energy (alpha / beta) is 1.6421 / 1.5898 eV.

```
8
Properties=species:S:1:pos:R:3:forces:R:3
C -0.063 -0.495 0.049 1.352 2.634 -0.868
P -1.721 -0.966 -0.084 0.728 0.402 -0.025
O -1.911 -1.908 1.033 -0.885 -1.149 2.834
O -2.166 -1.521 -1.370 -0.838 0.113 -2.737
P -2.630 1.037 0.491 0.857 -0.491 -0.538
O -2.851 1.961 -0.703 -0.084 -0.082 0.323
H 0.330 -0.654 1.051 0.166 0.114 -0.012
H 0.538 0.293 -0.585 -1.295 -1.541 1.023
```
Positions in Å, forces in eV/Å.

Löwdin atomic charge list, values in e, 6 entries: atom 1 (C): -0.313, atom 2 (P): -0.231, atom 3 (O): -0.536, atom 4 (O): -0.503, atom 5 (P): 0.506, atom 6 (O): -0.788

Computed, not measured: C38H59AsN3PPrS2Si2 as an isolated structure, with ωB97M-V with the def2-TZVPD basis set.

As for the spin multiplicity: 3. The value obtained for the electronic energy is -166459.9770 eV. The value obtained for the maximum force is 2.75 eV/A. The energy above the lowest of the compared OMol25 structures with the same formula, charge and spin is 164.0 kJ/mol. As for the total charge: -1. As for the LUMO energy (alpha / beta): 2.34 / 2.34 eV. The calculation puts the HOMO-LUMO gap (alpha / beta) at 6.3188 / 6.3325 eV. The value obtained for the HOMO energy (alpha / beta) is -3.9816 / -3.9958 eV.

```
107
Properties=species:S:1:pos:R:3:forces:R:3
Pr 13.451 16.795 10.517 0.212 -1.401 1.126
S 16.020 17.291 9.287 0.023 0.546 0.009
C 15.292 18.840 9.255 -0.818 -0.012 0.974
N 14.103 19.145 9.810 0.586 0.453 -0.723
C 13.702 20.459 9.532 0.584 -0.029 -1.302
C 12.387 20.985 9.707 1.093 -0.276 -0.414
C 12.103 22.249 9.207 1.304 -0.811 0.215
C 13.101 22.912 8.458 -1.543 1.120 -0.161
C 14.341 22.405 8.164 1.013 -0.793 0.835
C 14.706 21.170 8.760 -2.488 0.727 0.467
S 16.078 20.186 8.509 0.421 0.098 -0.398
H 11.595 20.343 10.079 0.183 0.079 0.385
H 11.145 22.696 9.428 -0.046 0.094 -0.358
H 12.769 23.867 8.034 0.494 -0.209 0.064
H 15.072 22.957 7.562 -0.448 -0.197 0.124
C 7.565 16.466 9.294 -1.589 0.471 -0.716
Si 9.174 17.354 9.635 0.891 -0.409 -0.544
C 9.520 18.572 8.191 -0.472 -0.008 0.487
C 8.637 18.466 11.109 -0.253 0.242 1.375
As 10.850 15.674 9.697 -0.422 0.400 0.954
Si 11.534 15.402 7.486 -0.478 1.249 1.223
C 9.981 15.628 6.505 0.689 -0.694 -2.540
C 12.727 16.709 6.787 0.533 -0.665 -1.034
C 12.328 13.744 7.285 0.007 -1.346 -1.166
H 6.961 17.236 8.710 0.272 -0.903 0.661
H 7.016 16.267 10.238 0.277 0.084 -0.463
H 7.560 15.532 8.696 0.342 0.574 0.343
H 9.514 19.571 8.613 0.343 0.388 0.130
H 8.600 18.570 7.596 0.363 -0.143 -0.527
H 10.453 18.417 7.620 -0.723 -0.011 0.187
H 7.568 18.770 10.965 0.725 -0.198 -0.251
H 9.201 19.425 11.255 -0.255 -0.894 -0.201
H 8.595 17.952 12.124 0.342 0.405 -1.220
H 9.330 16.466 6.710 -0.086 -0.012 0.344
H 9.437 14.675 6.411 -0.118 0.388 0.190
H 10.416 15.822 5.468 -0.738 -0.188 0.761
H 13.644 16.836 7.361 0.289 -0.221 0.053
H 12.329 17.704 6.678 -0.553 0.398 0.115
H 13.030 16.420 5.734 -0.138 0.102 1.010
H 11.941 12.906 7.917 -0.085 0.794 -0.590
H 13.381 13.818 7.583 -0.109 0.092 -0.366
H 12.238 13.455 6.165 0.329 0.249 1.679
C 14.998 19.303 13.664 0.564 0.573 -0.518
C 15.458 17.997 14.395 0.539 0.494 -0.371
C 16.631 17.443 13.516 0.510 -0.522 0.460
C 16.077 18.373 15.772 -0.265 0.342 0.716
P 14.025 16.808 14.267 -0.450 -1.572 -2.208
N 13.533 16.730 12.753 0.422 0.436 1.166
C 12.671 17.311 15.392 -1.693 1.135 0.159
C 11.298 16.753 14.843 1.032 -1.145 1.274
C 12.451 18.874 15.378 0.186 0.020 -0.773
C 12.760 16.913 16.878 1.469 0.827 0.233
C 14.554 15.047 14.874 -0.965 0.246 -1.209
C 13.344 14.123 15.083 0.221 -1.456 0.643
C 15.262 14.350 13.699 0.347 -0.886 0.409
C 15.362 15.078 16.143 -0.254 0.060 1.159
H 15.820 19.500 12.886 -1.626 0.115 0.820
H 14.950 20.201 14.354 -0.004 -1.044 -0.731
H 13.998 19.132 13.191 1.118 0.440 0.018
H 17.356 18.288 13.438 -0.445 -0.647 -0.332
H 16.393 16.983 12.525 -0.160 0.847 0.710
H 17.166 16.653 14.066 -0.096 0.129 -0.040
H 17.183 18.509 15.609 -1.034 0.282 0.357
H 15.982 17.568 16.540 0.009 0.690 -0.574
H 15.588 19.332 16.191 0.950 -1.516 -0.562
H 11.055 16.994 13.823 0.204 0.276 -0.348
H 10.589 17.193 15.544 -0.470 -0.166 -0.170
H 11.278 15.639 14.955 -0.173 0.993 -0.178
H 12.250 19.253 14.333 0.336 -0.434 1.071
H 13.304 19.428 15.814 -0.406 -0.252 -0.260
H 11.549 19.118 15.965 0.323 -0.197 -0.080
H 12.752 15.854 17.083 -0.418 -0.185 -0.088
H 11.967 17.427 17.420 -0.199 -0.173 0.081
H 13.723 17.263 17.335 -0.745 0.017 -0.377
H 12.756 13.882 14.182 0.153 0.597 0.280
H 12.707 14.393 15.928 -0.075 -0.017 -0.339
H 13.802 13.122 15.372 -0.511 0.980 -0.210
H 14.612 14.285 12.804 0.481 0.417 0.478
H 15.421 13.284 14.028 0.090 0.866 -0.278
H 16.246 14.769 13.467 -0.257 -0.055 -0.199
H 14.770 15.544 16.985 0.988 -0.316 -0.950
H 16.302 15.595 15.968 0.108 0.081 0.298
H 15.591 14.066 16.509 0.042 0.037 -0.325
N 14.055 14.585 9.987 -0.902 0.438 -0.135
C 14.484 13.431 10.156 1.500 -0.227 0.224
C 15.983 13.291 10.388 0.719 0.635 -1.357
C 16.903 14.014 9.588 -1.207 0.615 -0.507
C 18.264 13.929 9.831 -0.171 0.285 -0.719
C 18.758 13.266 10.960 0.117 0.798 -0.337
C 17.862 12.664 11.818 -0.713 -0.268 -0.896
C 16.502 12.588 11.428 0.754 -0.874 1.644
C 13.725 12.155 10.410 -0.239 -0.358 0.055
C 12.436 12.286 10.927 0.127 -0.249 0.464
C 11.798 11.239 11.562 1.047 -1.418 -0.367
C 12.434 9.977 11.629 -1.470 -0.444 0.240
C 13.608 9.796 10.921 0.603 -1.939 -0.585
C 14.277 10.861 10.326 -0.411 0.454 0.367
H 16.438 14.703 8.817 0.898 -1.113 0.747
H 18.970 14.386 9.120 -0.374 -0.037 0.484
H 19.829 13.395 11.099 -0.169 -0.502 0.482
H 18.151 12.191 12.736 0.279 -0.189 0.274
H 15.840 11.966 12.031 0.133 0.279 0.012
H 11.966 13.247 10.925 -0.111 0.604 -0.146
H 10.806 11.325 11.934 -0.568 0.328 0.452
H 11.911 9.110 12.159 0.867 1.286 -0.883
H 14.005 8.737 10.718 -0.488 1.687 0.717
H 15.244 10.644 9.891 -0.021 0.353 -0.177
```
Positions in Å, forces in eV/Å.

Löwdin atomic charge list, values in e, 6 entries: atom 1 (Pr): 0.423, atom 2 (S): 0.582, atom 3 (C): -1.125, atom 4 (N): -0.128, atom 5 (C): -0.256, atom 6 (C): -0.016

Computed, not measured: a 2-piece molecular cluster, C15H22N4O5 overall, with ωB97M-V with the def2-TZVPD basis set.

The structure (SMILES) is O=C(O)c1nc(=O)[nH]c2c1CCCC2.CNC(=O)[C@H](C)NC(C)=O. The value obtained for the electronic energy is -32111.6083 eV. The value obtained for the maximum force is 3.37 eV/A. The energy above the lowest of the compared OMol25 structures with the same formula, charge and spin is 88.6 kJ/mol. As for the LUMO energy: -0.51 eV. The calculation puts the HOMO-LUMO gap at 8.5076 eV. The value obtained for the HOMO energy is -9.0160 eV.

```
46
Properties=species:S:1:pos:R:3:forces:R:3
O 4.127 0.679 -4.190 -0.671 1.883 0.512
C 3.678 1.749 -3.799 1.407 -2.077 -1.001
O 4.155 2.941 -4.263 -0.777 -0.704 0.780
C 2.565 1.745 -2.784 -2.570 1.174 1.836
N 2.707 1.015 -1.693 0.434 0.985 -2.147
C 1.696 1.009 -0.763 0.472 -0.674 1.625
O 1.807 0.382 0.277 0.181 -0.464 0.292
N 0.560 1.755 -0.911 -0.770 0.925 -1.933
C 0.338 2.524 -2.039 1.041 -0.403 -0.350
C 1.327 2.554 -3.005 0.578 -0.431 0.043
C 1.149 3.372 -4.276 -0.101 -0.014 0.070
C -0.298 3.819 -4.509 0.163 0.110 0.190
C -0.884 4.393 -3.221 -0.026 -0.272 -0.184
C -0.954 3.297 -2.154 0.149 0.147 0.106
H 4.872 2.706 -4.873 -0.052 -0.024 0.018
H -0.199 1.530 -0.276 0.228 0.166 0.056
H 1.467 2.786 -5.146 0.147 0.082 0.140
H 1.791 4.258 -4.217 0.012 -0.109 -0.127
H -0.326 4.574 -5.301 0.023 -0.163 0.040
H -0.901 2.966 -4.838 0.006 0.065 0.018
H -1.887 4.790 -3.409 0.131 -0.027 0.137
H -0.257 5.219 -2.866 -0.058 -0.057 -0.021
H -1.760 2.598 -2.398 0.019 -0.020 0.086
H -1.191 3.758 -1.191 0.011 -0.231 0.041
C 1.375 -1.539 3.786 -0.252 -0.125 -0.448
N 0.571 -1.238 2.602 0.740 0.066 0.869
C -0.572 -1.813 2.210 -0.823 0.066 -0.764
O -1.150 -1.371 1.221 -0.312 -0.420 0.073
C -1.144 -3.041 2.964 -0.203 -0.410 -0.142
C -0.348 -4.316 2.640 0.300 0.408 0.009
N -2.543 -3.275 2.589 1.610 1.101 -0.411
C -3.528 -3.789 3.323 -1.266 -0.462 0.700
C -3.275 -4.192 4.763 0.079 0.077 -0.307
O -4.645 -3.926 2.850 -0.226 -0.045 -0.171
H 0.743 -1.635 4.669 0.086 -0.019 0.012
H 1.941 -2.459 3.635 0.083 -0.020 0.198
H 2.086 -0.728 3.953 -0.172 -0.073 -0.066
H 0.931 -0.536 1.960 -0.104 -0.111 -0.115
H -1.076 -2.842 4.033 -0.108 -0.007 0.118
H -0.400 -4.519 1.569 -0.009 0.008 0.067
H -0.761 -5.166 3.182 -0.012 0.044 -0.026
H 0.696 -4.195 2.923 0.112 -0.116 -0.029
H -2.806 -2.974 1.661 0.052 0.098 -0.037
H -2.984 -3.314 5.335 0.167 -0.017 0.190
H -4.197 -4.601 5.175 0.107 0.083 -0.146
H -2.496 -4.950 4.804 0.176 0.009 0.198
```
Positions in Å, forces in eV/Å.

Löwdin atomic charge list, values in e, 6 entries: atom 1 (O): 0.119, atom 2 (C): -0.425, atom 3 (O): 0.110, atom 4 (C): -0.082, atom 5 (N): 0.222, atom 6 (C): -0.520

Computed, not measured: C6H7LiO6Yb as an isolated structure, with ωB97M-V with the def2-TZVPD basis set.

As for the spin multiplicity: 3. The value obtained for the electronic energy is -50339.6560 eV. The value obtained for the maximum force is 3.76 eV/A. The energy above the lowest of the compared OMol25 structures with the same formula, charge and spin is 0.0 kJ/mol. As for the total charge: +2. As for the LUMO energy (alpha / beta): -10.16 / -12.04 eV. The calculation puts the HOMO-LUMO gap (alpha / beta) at 4.9653 / 5.5548 eV. The value obtained for the HOMO energy (alpha / beta) is -15.1214 / -17.5911 eV.

```
21
Properties=species:S:1:pos:R:3:forces:R:3
Yb -2.618 1.859 -0.279 2.395 -2.819 -0.688
O -1.886 -0.345 0.478 -0.424 1.801 0.731
O -2.034 -1.987 -1.076 -0.703 1.723 -0.072
C -1.085 -2.820 -0.389 0.580 -0.622 0.690
C 0.305 -2.665 -0.997 0.130 -0.188 -0.343
O -2.940 -0.007 -1.413 -0.691 2.195 -0.057
C -2.292 -0.771 -0.647 0.968 -2.566 -0.400
H -1.087 -2.584 0.681 -0.024 -0.098 -0.241
H -1.439 -3.845 -0.537 0.005 0.308 0.023
H 0.274 -2.849 -2.077 0.016 0.020 0.244
H 0.959 -3.414 -0.529 -0.149 0.162 -0.089
Li -0.099 0.402 1.027 0.628 -0.567 0.061
O 1.101 -0.931 0.448 -0.451 0.350 -0.049
O 1.065 -0.554 -1.752 0.349 1.720 -0.527
C 1.507 1.023 -1.565 -0.236 -1.429 0.262
C 0.296 1.826 -1.455 0.732 -0.190 -1.655
O -0.433 1.814 -0.349 -2.995 0.413 1.130
C 0.888 -1.302 -0.709 0.088 0.084 0.626
H 2.152 1.051 -0.680 -0.132 -0.170 -0.250
H 2.056 1.213 -2.490 -0.167 -0.195 0.251
H -0.138 2.240 -2.373 0.082 0.069 0.352
```
Positions in Å, forces in eV/Å.

Löwdin atomic charge list, values in e, 6 entries: atom 1 (Yb): 2.167, atom 2 (O): -0.124, atom 3 (O): 0.114, atom 4 (C): -0.087, atom 5 (C): -0.019, atom 6 (O): -0.052